C42H50N4O2P2SbSe4Y | wB97M-V/def2-TZVPD

Each line ends with the Löwdin charge.
Geometry (Å):
Y: 0.7720 0.9490 -0.6870  0.5314
O: 5.2088 -4.5926 -2.6478  -0.0444
C: 5.5920 -3.5034 -2.2130  -0.7109
O: 6.7287 -3.0799 -1.9791  -0.0483
C: 4.4451 -2.4799 -1.8655  -0.0716
C: 3.1221 -2.8797 -1.7874  0.0565
C: 2.1377 -1.9852 -1.3643  -0.2034
N: 2.4542 -0.7115 -1.0801  0.0259
C: 3.7279 -0.3020 -1.2097  -0.2523
C: 4.7537 -1.1617 -1.5686  0.0516
C: 4.0157 1.1013 -0.8729  -0.3111
C: 5.0692 1.8006 -1.4631  -0.0160
C: 5.3110 3.1053 -1.0747  -0.0660
C: 4.5436 3.6532 -0.0563  -0.1183
C: 3.5193 2.8889 0.4733  -0.2141
N: 3.2203 1.6610 0.0555  -0.0060
C: 0.7202 -2.3859 -1.2372  -0.3087
C: 0.3632 -3.7072 -1.4639  -0.0794
C: -1.0039 -3.9977 -1.6596  -0.1242
C: -1.9462 -3.0704 -1.4019  -0.0862
C: -1.5320 -1.8328 -0.6841  -0.3007
N: -0.1713 -1.4320 -0.9226  -0.0330
H: 2.8984 -3.9005 -2.0565  0.1065
H: 5.7868 -0.8515 -1.5925  0.1171
H: 5.6448 1.3418 -2.2513  0.1161
H: 6.0764 3.6899 -1.5624  0.1068
H: 4.6825 4.6725 0.2649  0.0854
H: 2.8931 3.2858 1.2652  0.0590
H: 1.0913 -4.4913 -1.5738  0.0836
H: -1.2852 -4.9607 -2.0683  0.0977
H: -2.9997 -3.2456 -1.5644  0.0914
H: -1.6895 -2.0079 0.4065  0.1263
C: 3.8901 -0.3435 2.5122  -0.1171
C: 2.6325 0.1489 3.2316  -0.5158
C: 2.5801 -0.4766 4.6237  -0.1225
P: 1.1511 -0.0433 2.0789  1.0992
C: 0.4359 -1.7433 2.4314  -0.5190
C: -0.2852 -1.9679 3.7588  -0.1026
C: 1.4560 -2.8445 2.1506  -0.1043
C: -0.1178 1.0440 2.8254  -0.3257
C: 0.0094 1.7149 4.0355  -0.0514
C: -0.9597 2.5944 4.4931  -0.2793
C: -0.8099 3.2607 5.8299  -0.0599
C: -2.0406 2.8887 3.6698  -0.0404
C: -2.1789 2.2648 2.4511  -0.0636
C: -1.2566 1.2961 2.0298  -0.3988
N: -1.3580 0.6459 0.8104  0.0233
C: -2.4983 0.1590 0.3824  -0.2805
C: -3.6642 0.0533 1.1950  -0.0112
C: -4.8370 -0.4538 0.7261  -0.0108
C: -4.9592 -0.8968 -0.6145  -0.2776
C: -6.2948 -1.3390 -1.1565  -0.0495
C: -3.8478 -0.9254 -1.3909  -0.0534
C: -2.5090 -0.5529 -0.9329  -0.3774
P: -1.5627 0.4728 -2.2038  1.1032
C: -2.7436 1.8709 -2.6224  -0.5496
C: -4.0843 1.6431 -3.3162  -0.1064
C: -3.0136 2.6996 -1.3674  -0.1714
C: -1.4360 -0.4036 -3.8674  -0.4857
C: -2.5562 -1.3038 -4.3856  -0.1201
C: -0.1433 -1.2010 -4.0193  -0.1426
H: 4.7788 -0.0677 3.0801  0.0790
H: 3.8890 -1.4249 2.3932  0.0692
H: 3.9718 0.1036 1.5253  0.0381
H: 2.7218 1.2412 3.3376  0.1013
H: 2.6679 -1.5573 4.5637  0.0603
H: 3.4235 -0.1089 5.2091  0.0768
H: 1.6656 -0.2373 5.1584  0.0517
H: -0.3339 -1.8106 1.6534  0.0593
H: 0.4033 -2.0863 4.5910  0.0549
H: -0.9586 -1.1406 3.9788  0.0646
H: -0.8748 -2.8837 3.6816  0.0762
H: 2.1510 -2.9652 2.9801  0.0597
H: 0.9429 -3.7957 2.0037  0.0816
H: 2.0250 -2.6291 1.2464  0.0598
H: 0.8915 1.5679 4.6396  0.0880
H: -0.0866 2.7305 6.4493  0.0704
H: -0.4674 4.2890 5.6982  0.0807
H: -1.7640 3.2819 6.3575  0.0720
H: -2.7751 3.6205 3.9808  0.1122
H: -2.9835 2.5527 1.7883  0.1167
H: -3.6019 0.3969 2.2188  0.1050
H: -5.6951 -0.5011 1.3824  0.1090
H: -7.1072 -1.0550 -0.4888  0.0676
H: -6.4751 -0.8915 -2.1338  0.0736
H: -6.3261 -2.4239 -1.2821  0.0771
H: -3.9363 -1.2848 -2.4014  0.0922
H: -2.1291 2.4907 -3.3021  0.0067
H: -4.7532 1.0538 -2.6904  0.0551
H: -4.5335 2.6257 -3.4593  0.0766
H: -3.9871 1.1836 -4.2948  0.0570
H: -3.7308 2.1912 -0.7186  0.0672
H: -2.1076 2.8880 -0.7909  -0.0211
H: -3.4145 3.6716 -1.6576  0.0635
H: -1.3556 0.4816 -4.5213  0.1105
H: -2.5941 -2.2302 -3.8134  0.0591
H: -3.5312 -0.8292 -4.3775  0.0432
H: -2.3190 -1.5650 -5.4204  0.0808
H: -0.2433 -2.1963 -3.5925  0.0621
H: 0.1041 -1.3085 -5.0764  0.0846
H: 0.7014 -0.7179 -3.5372  -0.0160
Se: -0.9387 4.8887 -3.3643  -0.1653
Sb: 0.8999 3.9553 -2.0932  -0.2052
Se: 0.2933 3.3210 0.3130  0.1733
Se: 1.6810 1.7275 -3.0351  0.1345
Se: 2.6627 5.6164 -2.0959  -0.2130

Cartesian forces (eV/Å) of the 3 atoms listed first:
Y -0.354 -2.382 0.864
O -0.304 -0.611 -0.243
C -0.642 0.565 0.212

## Properties
Energy in eV: -341973.10089
Max |F| in eV/A: 2.56
LUMO in Ha: 0.114
Energy relative to the best compared isomer or geometry (same formula, charge and spin) in kcal per mole: 35.5
Total charge: -2
M in g/mol: 1231.342
HOMO-LUMO gap in eV: 5.0376



C42H50N8OPSZn | wB97M-V/def2-TZVPD

Each line ends with the Löwdin charge.
Geometry (Å):
Zn: -0.0045 -0.6413 0.0190  0.4536
O: -1.6833 -2.8179 -0.5703  -0.0451
C: -1.8675 -1.6509 -0.2197  -0.3669
C: -3.2050 -1.0878 -0.0109  -0.2434
C: -4.3339 -1.8848 -0.1011  -0.0039
C: -5.6099 -1.3255 0.0911  -0.0571
C: -5.7078 0.0077 0.3704  -0.0782
C: -4.5996 0.8452 0.4138  -0.0754
C: -3.3279 0.2883 0.2676  -0.3422
P: -1.8260 1.2666 0.3340  1.0348
C: -1.7526 1.8114 2.0249  -0.3930
C: -2.6942 1.4648 2.9915  -0.0713
C: -2.6378 2.0999 4.2526  -0.0648
C: -1.5953 2.9298 4.6071  -0.0727
C: -0.5738 3.1725 3.6783  -0.0695
C: -0.6514 2.5982 2.4216  -0.1365
C: -2.3542 2.7563 -0.5958  -0.3426
C: -2.2988 4.0502 -0.0788  -0.0894
C: -2.9670 5.0894 -0.7004  -0.0776
C: -3.5794 4.9272 -1.9460  -0.0799
C: -3.5950 3.6737 -2.5153  -0.0801
C: -2.9704 2.6143 -1.8505  -0.1038
H: -4.2427 -2.9523 -0.2940  0.1194
H: -6.4923 -1.9430 0.0435  0.1080
H: -6.7057 0.4016 0.5767  0.1153
H: -4.7118 1.9189 0.6752  0.1335
H: -3.4808 0.7445 2.8188  0.1048
H: -3.4048 1.8907 4.9780  0.1035
H: -1.5152 3.3665 5.5885  0.1052
H: 0.2716 3.7648 3.9746  0.1007
H: 0.1237 2.7984 1.6669  0.0606
H: -1.8106 4.2910 0.8689  0.0980
H: -2.9804 6.0491 -0.2459  0.0953
H: -4.0550 5.7861 -2.4194  0.1104
H: -4.0987 3.4780 -3.4526  0.1066
H: -2.9810 1.6199 -2.3214  0.1000
C: -0.8206 -3.3079 4.0473  -0.0345
N: 0.0504 -2.4136 3.2817  -0.1591
C: -0.4455 -1.0855 3.2334  -0.0825
C: 1.0090 -2.8981 2.4229  -0.3275
N: 1.2506 -2.2033 1.2892  0.1065
C: 2.4207 -2.4976 0.5251  -0.2779
C: 3.6823 -2.6107 1.1067  -0.0443
C: 4.8204 -2.5343 0.3279  -0.0754
C: 4.7082 -2.4050 -1.0569  -0.0823
C: 3.4714 -2.3558 -1.6562  -0.0408
C: 2.3183 -2.3378 -0.8816  -0.2656
N: 1.0829 -1.8937 -1.4463  0.0716
C: 0.5906 -2.3988 -2.5879  -0.3841
N: 0.9073 -3.6086 -3.0428  -0.1284
C: 1.0855 -3.8124 -4.4882  -0.0371
C: 1.2587 -4.7521 -2.2314  -0.0254
N: -0.2350 -1.6250 -3.3566  -0.1447
C: -1.3319 -2.2323 -4.1094  -0.0372
C: -0.2504 -0.1938 -3.3443  -0.0565
N: 1.6481 -4.0239 2.8114  -0.1743
C: 2.0039 -4.2268 4.2146  -0.0471
C: 2.0842 -5.0902 1.9558  -0.0408
H: -0.6485 -3.1695 5.1199  0.0958
H: -0.5721 -4.3372 3.7826  0.0886
H: -1.8544 -3.0875 3.7855  0.0954
H: -0.8153 -0.8944 4.2664  0.1099
H: -1.2717 -0.9848 2.5137  0.0647
H: 0.3668 -0.3593 3.0065  0.0902
H: 3.7461 -2.7465 2.1999  0.1253
H: 5.7947 -2.4753 0.7785  0.1013
H: 5.5859 -2.3119 -1.6539  0.0955
H: 3.3522 -2.1635 -2.7235  0.1208
H: 1.0960 -2.8732 -5.0460  0.0915
H: 0.2669 -4.4464 -4.8610  0.0946
H: 2.0416 -4.3250 -4.6801  0.0984
H: 1.0134 -4.5284 -1.2026  0.0765
H: 2.3184 -4.9630 -2.3066  0.0929
H: 0.6519 -5.6247 -2.5199  0.1066
H: -1.5623 -3.2039 -3.6730  0.1018
H: -1.0924 -2.3155 -5.1592  0.0790
H: -2.2171 -1.5875 -4.0088  0.0978
H: 0.5931 0.1517 -2.7172  0.0493
H: -1.1738 0.1845 -2.9250  0.0656
H: -0.1249 0.2264 -4.3646  0.1104
H: 1.9793 -3.2748 4.7551  0.1034
H: 3.0495 -4.5552 4.2734  0.0940
H: 1.3893 -4.9921 4.6837  0.0864
H: 1.7882 -4.8474 0.9188  0.0875
H: 1.5265 -5.9845 2.2450  0.0997
H: 3.1659 -5.2193 2.0163  0.0955
N: 2.0433 2.2394 -1.8713  0.1475
C: 2.1262 2.2395 -0.5149  -0.7594
S: 1.9283 0.8798 0.5206  0.7150
N: 2.4399 3.4184 0.0960  0.0400
C: 2.6930 4.6958 -0.4854  -0.2454
C: 1.9682 5.8091 -0.0509  -0.0232
C: 2.0943 7.0203 -0.7122  -0.0660
C: 2.9785 7.0987 -1.7931  -0.0742
C: 3.7866 6.0228 -2.1687  -0.0693
C: 3.6185 4.8076 -1.5338  -0.0427
H: 1.8247 1.3737 -2.3195  0.0627
H: 1.9094 3.1290 -2.3562  0.1235
H: 2.3039 3.4089 1.1171  0.1304
H: 1.2731 5.7070 0.7690  0.1097
H: 1.5861 7.9090 -0.3420  0.1136
H: 2.9983 8.0260 -2.3761  0.1124
H: 4.5245 6.1454 -2.9451  0.1088
H: 4.1198 3.8835 -1.8929  0.1292

Cartesian forces (eV/Å) of the 3 atoms listed first:
Zn 0.049 -1.341 -0.383
O -0.953 0.368 0.077
C 2.435 -0.800 -0.003

## Properties
Energy in eV: -126871.27356
Max |F| in eV/A: 3.13
LUMO in Ha: -0.065
Total charge: +1
M in g/mol: 811.348
HOMO-LUMO gap in eV: 7.0398



Among the records above, which one has the lowest max |F|? C42H50N4O2P2SbSe4Y



Which of these has the lowest max |F|? C42H50N4O2P2SbSe4Y